Entry 1:
The following is a DFT calculation (the ωB97M-V functional and the def2-TZVPD basis) of 2 unconnected molecules or ions with the total composition CH3NO2S in a non-equilibrium geometry.

Structure (XYZ):
```
8
Properties=species:S:1:pos:R:3:forces:R:3:lowdin_charge:R:1
C -0.07005 1.39141 0.85470 -2.1 2.0 1.7 -0.357
N -0.58762 2.15845 1.60846 1.2 -2.6 -2.0 0.257
O 0.25869 0.57537 0.09026 0.9 -0.5 -0.5 0.117
O -0.13264 -1.67149 -1.28311 -1.3 4.4 -1.8 -0.466
S -1.90399 -2.07655 -1.79727 0.1 -0.3 0.3 0.233
H -0.79343 2.92046 2.16392 0.0 1.3 0.8 0.074
H 0.28840 -2.03749 -0.53285 0.2 -0.8 1.6 0.055
H -0.28275 -0.62018 -1.11393 0.9 -3.5 -0.2 0.086
```
Forces are in eV/Å.

Output
- ΔE to the lowest compared entry with this formula, charge and spin (kcal per mole) = 54.6
- E_tot (a.u.) = -643.227121
- HOMO (eV) = -7.8


Entry 2:
The following is a DFT calculation (the ωB97M-V functional and the def2-TZVPD basis) of a single CH3NO2S molecule in a non-equilibrium geometry.

Structure (XYZ):
```
8
Properties=species:S:1:pos:R:3:forces:R:3:lowdin_charge:R:1
C -1.03143 -0.66532 -0.18557 -9.7 0.2 5.4 -0.114
N 0.66483 1.14555 0.03462 -0.3 -0.4 0.8 -0.183
O -2.52149 -0.63278 0.53773 9.4 -0.1 -4.4 -0.240
O 1.33707 -1.32884 0.24362 0.6 -0.7 0.2 -0.494
S 0.41777 -0.36001 0.82302 -0.4 1.3 -1.5 0.858
H -1.08521 -1.07507 -1.17561 0.4 0.0 -0.5 0.067
H 1.08752 1.07742 -0.88028 0.0 -0.3 -0.1 0.058
H 1.13093 1.83905 0.60247 0.0 -0.1 0.2 0.047
```
Forces are in eV/Å.

Output
- ΔE to the lowest compared entry with this formula, charge and spin (kcal per mole) = 117.5
- E_tot (a.u.) = -643.126905
- HOMO (spin up / spin down) (eV) = -10.4 / -10.4


Entry 3:
The following is a DFT calculation (the ωB97M-V functional and the def2-TZVPD basis) of 2 unconnected molecules or ions with the total composition CH3NO2S in a non-equilibrium geometry.

Structure (XYZ):
```
8
Properties=species:S:1:pos:R:3:forces:R:3:lowdin_charge:R:1
C 0.62286 -0.22407 0.40114 0.2 1.4 0.1 -0.276
N 0.21963 -0.37316 -0.91567 -0.2 0.5 0.7 -0.102
O -1.54977 1.37594 -0.06025 0.1 0.3 0.4 -0.277
O -1.97690 -1.02127 0.32242 0.1 0.1 0.5 -0.287
S -1.06042 0.06084 0.14686 0.8 -1.2 -1.6 0.666
H 1.27268 -0.86707 0.96503 -0.1 -0.2 0.4 0.064
H 1.73448 1.83391 0.81438 -0.5 -0.8 -0.1 0.095
H 0.73745 -0.78512 -1.67392 -0.4 -0.1 -0.3 0.118
```
Forces are in eV/Å.

Output
- ΔE to the lowest compared entry with this formula, charge and spin (kcal per mole) = 154.2
- E_tot (a.u.) = -643.068471
- HOMO (spin up / spin down) (eV) = -10.1 / -8.5


Entry 4:
The following is a DFT calculation (the ωB97M-V functional and the def2-TZVPD basis) of 2 unconnected molecules or ions with the total composition CH3NO2S in a non-equilibrium geometry.

Structure (XYZ):
```
8
Properties=species:S:1:pos:R:3:forces:R:3:lowdin_charge:R:1
C -0.05968 -0.77378 -1.07383 0.9 1.2 1.4 -0.427
N 0.12549 0.13129 1.50234 0.3 -0.3 1.8 -0.269
O 0.82841 -0.37897 2.35851 -0.8 0.6 -1.2 0.034
O -0.75863 0.93940 1.63809 0.8 -0.6 -0.2 -0.009
S -0.92888 0.69567 -1.17040 0.5 0.4 -1.4 0.721
H 1.00009 -0.55691 -1.26346 -0.4 -0.9 0.0 0.005
H -0.33587 -1.51505 -0.30086 -0.1 0.3 -0.9 0.015
H 0.12906 1.45835 -1.69040 -1.2 -0.7 0.4 -0.070
```
Forces are in eV/Å.

Output
- ΔE to the lowest compared entry with this formula, charge and spin (kcal per mole) = 123.0
- E_tot (a.u.) = -643.118110
- HOMO (spin up / spin down) (eV) = -10.1 / -7.9